1.
Computed, not measured: a single FH2O2P molecule at a distorted geometry, with ωB97M-V/def2-TZVPD.

Output
orbital gap: 10.74 eV
SMILES string: OP(O)F
highest occupied orbital energy: -10.1 eV
energy relative to the best compared isomer or geometry (same formula, charge and spin): 25.4 kcal/mol
E_LUMO: 0.63 eV

CARTESIAN COORDINATES (ANGSTROEM)
O 1.018 -0.866 0.406
O -0.454 1.259 0.115
F -0.270 -0.647 -1.593
P -0.433 -0.699 0.005
H 1.342 -0.791 1.288
H -1.203 1.744 -0.221



2.
Computed, not measured: a molecular structure, CH2BrNO4 at a distorted geometry, with ωB97M-V/def2-TZVPD.

Output
orbital gap: 10.93 eV
highest occupied orbital energy: -10.5 eV
energy relative to the best compared isomer or geometry (same formula, charge and spin): 66.7 kcal/mol
E_LUMO: 0.43 eV

CARTESIAN COORDINATES (ANGSTROEM)
C 2.595 0.539 0.091
N 0.373 -0.243 -0.771
O 1.855 -0.345 -0.522
O 0.024 1.067 -0.941
O 2.290 1.478 0.649
O -0.282 -0.691 0.377
Br 4.308 -0.209 -0.024
H -0.266 1.202 -0.012
H -0.075 -1.679 0.222



3.
Computed, not measured: a gas-phase ion, C16H27N2O2 (charge +1) at a distorted geometry, with ωB97M-V/def2-TZVPD.

Output
orbital gap: 8.59 eV
SMILES string: CC1=C[C@H](C)[C@H]2C(=O)N(CCC[N+](C)(C)C)C(=O)[C@@H]2C1
highest occupied orbital energy: -11.1 eV
charge: +1
energy relative to the best compared isomer or geometry (same formula, charge and spin): 19.8 kcal/mol
E_LUMO: -2.56 eV

CARTESIAN COORDINATES (ANGSTROEM)
O -1.996 -0.455 -0.554
O 1.290 -0.046 2.423
C -1.412 0.098 0.386
C 0.328 0.309 1.799
C -1.566 4.039 0.643
C -0.651 4.113 1.678
N -0.487 -0.603 1.121
C -2.237 5.314 0.209
C 1.511 3.268 2.631
C -1.867 2.748 -0.087
C -0.441 -2.046 1.301
C 0.561 -2.717 0.342
C 0.076 2.902 2.259
C -1.472 1.556 0.788
C -0.013 1.715 1.318
C 1.226 -4.747 -1.760
C 2.313 -2.612 -2.169
C 0.304 -3.151 -3.350
C 0.098 -2.647 -1.109
N 1.020 -3.286 -2.058
H -0.522 5.047 2.155
H -1.982 5.656 -0.782
H -1.959 6.087 0.882
H -3.348 5.188 0.268
H 1.940 2.549 3.319
H 1.534 4.264 3.148
H 2.101 3.357 1.724
H -2.889 2.690 -0.355
H -1.283 2.695 -0.989
H -1.424 -2.484 1.206
H -0.203 -2.295 2.388
H 0.642 -3.747 0.653
H 1.537 -2.272 0.421
H -0.380 2.615 3.181
H -2.223 1.529 1.603
H 0.662 1.956 0.514
H 1.731 -5.206 -2.628
H 0.301 -5.315 -1.567
H 1.831 -4.836 -0.854
H 2.763 -2.520 -1.177
H 3.025 -3.147 -2.816
H 2.117 -1.573 -2.580
H -0.035 -2.112 -3.487
H 0.960 -3.401 -4.201
H -0.601 -3.787 -3.369
H 0.006 -1.597 -1.388
H -0.886 -3.093 -1.084



4.
Computed, not measured: 2 unconnected molecules or ions with the total composition C13H19N at a distorted geometry, with ωB97M-V/def2-TZVPD.

Output
orbital gap: 8.69 eV
SMILES string: CCc1c[nH]c2ccccc12.CCC
highest occupied orbital energy: -7.8 eV
energy relative to the best compared isomer or geometry (same formula, charge and spin): 25.6 kcal/mol
E_LUMO: 0.89 eV

CARTESIAN COORDINATES (ANGSTROEM)
C -0.087 2.364 0.718
C -0.508 1.636 2.025
C 1.217 3.160 0.790
H -0.807 3.063 0.310
H -0.122 1.601 -0.071
H -0.800 0.600 1.845
H 0.299 1.673 2.759
H 1.208 4.075 0.167
H -1.327 2.148 2.539
H 2.145 2.617 0.723
H 1.150 3.742 1.728
C -0.835 -1.867 1.567
C -2.223 -2.196 1.031
C 0.183 -1.600 0.485
C 1.533 -1.795 0.629
C 0.025 -0.918 -0.782
C 1.304 -0.786 -1.321
C -1.109 -0.684 -1.599
C 1.571 -0.359 -2.643
C -0.836 -0.296 -2.870
C 0.454 -0.021 -3.389
N 2.233 -1.333 -0.450
H -0.973 -1.076 2.307
H -0.461 -2.703 2.158
H -2.770 -1.278 0.799
H 1.985 -2.290 1.485
H 3.232 -1.400 -0.550
H -2.115 -0.747 -1.222
H 2.528 -0.163 -3.107
H -1.612 -0.020 -3.579
H 0.615 0.459 -4.338
H -2.914 -2.745 1.687
H -2.184 -2.860 0.168



5.
Computed, not measured: a molecular structure, C35H35Cl3N4O4RuS7, with ωB97M-V/def2-TZVPD.

Output
spin multiplicity: 2
orbital gap (alpha / beta): 5.89 / 6.05 eV
highest occupied orbital energy (alpha / beta): -4.0 / -4.2 eV
charge: -1
energy relative to the best compared isomer or geometry (same formula, charge and spin): 11.4 kcal/mol
E_LUMO (alpha / beta): 1.86 / 1.86 eV

CARTESIAN COORDINATES (ANGSTROEM)
Ru 1.116 0.269 2.033
C -1.687 3.064 -1.946
C -0.735 2.177 -1.137
O -1.211 1.099 -0.715
C 0.571 2.670 -1.023
C 1.798 2.068 -0.618
C 3.018 2.690 -1.272
N 1.996 1.072 0.218
N 3.332 0.630 0.176
C 3.578 -0.334 0.987
O 2.712 -0.870 1.807
C 4.950 -0.908 1.018
C 5.911 -0.533 0.081
C 7.184 -1.073 0.134
C 7.514 -1.995 1.122
C 6.561 -2.370 2.056
C 5.283 -1.829 2.006
H -2.658 3.115 -1.448
H -1.832 2.591 -2.920
H -1.311 4.074 -2.107
H 0.722 3.607 -1.542
H 2.736 3.601 -1.796
H 3.457 1.993 -1.986
H 3.788 2.903 -0.532
H 5.638 0.187 -0.679
H 7.926 -0.775 -0.597
H 8.512 -2.415 1.162
H 6.812 -3.082 2.833
H 4.530 -2.103 2.733
S 1.860 2.309 8.959
C 1.764 1.800 7.386
S 2.441 2.659 6.055
C 1.929 1.584 4.776
C 1.228 0.497 5.169
S 0.575 -0.703 4.090
S 0.959 0.360 6.890
S 2.300 1.968 3.113
Cl 1.118 -5.673 -5.216
C 0.005 -4.719 -4.278
C -1.262 -5.212 -4.016
C -2.134 -4.437 -3.272
C -1.769 -3.186 -2.783
C -2.763 -2.402 -1.958
C -2.758 -2.796 -0.478
N -1.509 -2.520 0.187
C -0.385 -3.321 0.222
C 0.591 -2.575 0.801
N 0.079 -1.335 1.109
C -1.171 -1.330 0.723
O -4.082 -2.677 -2.428
C -4.821 -1.502 -2.724
C -4.292 -0.784 -3.931
C -4.255 -1.309 -5.187
Cl -4.838 -2.849 -5.669
S -3.547 -0.250 -6.331
C -3.290 0.940 -5.125
C -3.725 0.522 -3.907
C -0.487 -2.721 -3.070
Cl 0.033 -1.176 -2.501
C 0.405 -3.480 -3.816
H -1.557 -6.180 -4.395
H -3.137 -4.794 -3.078
H -2.534 -1.334 -2.035
H -2.997 -3.857 -0.388
H -3.545 -2.230 0.023
H -0.391 -4.328 -0.159
H 1.610 -2.822 1.038
H -1.836 -0.487 0.792
H -4.795 -0.818 -1.868
H -5.852 -1.822 -2.873
H -2.807 1.872 -5.370
H -3.621 1.103 -3.001
H 1.394 -3.101 -4.024
C -2.538 4.620 1.117
C -2.359 3.177 1.564
S -0.674 2.869 2.115
O -0.681 1.347 2.260
C -0.802 3.493 3.813
C -1.610 2.592 4.733
H -3.540 4.764 0.710
H -1.817 4.872 0.339
H -2.413 5.324 1.941
H -2.475 2.475 0.739
H -3.042 2.892 2.365
H -1.202 4.506 3.731
H 0.232 3.563 4.148
H -2.678 2.622 4.510
H -1.471 2.915 5.766
H -1.266 1.562 4.645



6.
Computed, not measured: 2 unconnected molecules or ions with the total composition C2H4NP at a distorted geometry, with ωB97M-V/def2-TZVPD.

Output
orbital gap (alpha / beta): 8.77 / 8.67 eV
highest occupied orbital energy (alpha / beta): -9.0 / -9.0 eV
energy relative to the best compared isomer or geometry (same formula, charge and spin): 115.2 kcal/mol
E_LUMO (alpha / beta): -0.24 / -0.29 eV

CARTESIAN COORDINATES (ANGSTROEM)
C 0.835 0.690 -0.430
C -1.306 -0.617 1.937
N 1.058 0.385 0.657
P 0.353 1.326 -2.037
H -1.990 0.293 2.145
H -0.670 -0.976 2.773
H 1.478 2.012 -2.561
H -0.127 2.361 -1.405



7.
Computed, not measured: a single C3H4N2O2 molecule, with ωB97M-V/def2-TZVPD.

Output
orbital gap: 6.75 eV
SMILES string: [NH3+]c1coc([O-])n1
highest occupied orbital energy: -7.4 eV
energy relative to the best compared isomer or geometry (same formula, charge and spin): 70.1 kcal/mol
E_LUMO: -0.60 eV

CARTESIAN COORDINATES (ANGSTROEM)
N 1.045 -0.158 1.280
C 0.119 -0.014 0.150
C -1.003 -0.716 -0.075
O -1.498 -0.220 -1.239
C -0.589 0.812 -1.672
O -0.825 1.403 -2.699
N 0.425 0.919 -0.768
H 1.984 -0.367 0.923
H 0.753 -0.896 1.924
H -1.531 -1.511 0.430
H 1.112 0.732 1.787



8.
Computed, not measured: 2 unconnected molecules or ions with the total composition C4H11NO2 at a distorted geometry, with ωB97M-V/def2-TZVPD.

Output
orbital gap: 9.64 eV
SMILES string: CN[C@@H](C)C=O.O
highest occupied orbital energy: -9.0 eV
energy relative to the best compared isomer or geometry (same formula, charge and spin): 65.7 kcal/mol
E_LUMO: 0.66 eV

CARTESIAN COORDINATES (ANGSTROEM)
C 1.207 1.416 0.217
N -0.072 1.593 -0.276
C -0.157 -0.488 -1.724
C -0.795 0.442 -0.686
C -1.085 -0.340 0.620
O -2.240 -0.373 1.074
H 1.258 0.563 0.892
H 2.057 1.233 -0.371
H 1.523 2.330 0.859
H -0.099 2.276 -0.970
H -0.640 -1.433 -1.635
H -0.496 -0.067 -2.744
H 0.822 -0.640 -1.658
H -1.834 0.829 -0.878
H -0.319 -0.835 1.163
H 2.248 -2.678 0.412
H 1.355 -1.431 0.976
O 2.192 -1.811 0.841



Q: What is the energy relative to the best compared isomer or geometry (same formula, charge and spin) in the fifth record?
A: 11.4 kcal/mol



Q: energy relative to the best compared isomer or geometry (same formula, charge and spin) of number 4 (C13H19N)?
A: 25.6 kcal/mol